Record 1
The following is a quantum chemistry calculation of a molecular structure, C14H22N2O3 in a non-equilibrium geometry, from the Open Molecules 2025 dataset.

Geometry as XYZ:
```
41
Properties=species:S:1:pos:R:3
C -2.110 0.645 4.351
C -0.528 0.881 4.219
H -0.026 0.146 4.957
C 0.087 0.559 2.947
C 0.202 -0.775 2.760
O 0.030 -1.715 3.770
C 0.009 -1.369 1.507
C 0.488 -2.757 1.037
N 0.510 -2.841 -0.263
C 0.259 -1.545 -0.884
C 0.174 -0.898 0.237
H 0.133 0.293 0.195
C 0.341 -1.271 -2.331
O 0.412 -2.556 -3.042
N 0.282 -0.169 -2.800
H -0.128 0.532 -2.077
C -0.017 0.202 -4.231
C -1.420 0.560 -4.559
O -1.443 0.578 -6.107
C -0.955 1.668 -6.549
H -1.147 1.841 -7.565
H 0.115 1.462 -6.493
H -1.101 2.557 -6.053
H -1.699 1.388 -4.026
H -1.780 -0.313 -4.313
H 0.832 0.803 -4.560
H 0.261 -0.692 -4.734
H 0.592 -3.806 -0.935
H 0.345 -3.627 1.756
H -0.638 0.982 2.201
C 1.583 0.972 2.797
C 2.607 0.602 3.883
H 2.224 0.868 4.820
H 2.473 -0.415 3.914
H 3.478 0.940 3.659
H 1.878 0.585 1.772
H 1.632 2.198 2.829
H -0.524 1.809 4.637
H -2.272 -0.418 4.194
H -2.468 0.761 5.488
H -2.693 1.333 3.594
```

The charge is 0. For the largest force on an atom, the calculation gives 16.2 eV/Å. The molecular weight is 266.3 g mol⁻¹. As for the total energy: -881.5110 Eh.



Record 2
The following is a quantum chemistry calculation of a molecular structure, C13H32O3PbSSi in a non-equilibrium geometry, from the Open Molecules 2025 dataset.

Geometry as XYZ:
```
51
Properties=species:S:1:pos:R:3
Pb -0.091 -1.098 -3.204
C 0.554 -0.373 -5.354
H 1.650 -0.415 -5.431
H 0.134 -1.195 -5.944
H 0.180 0.576 -5.788
H -1.969 1.026 -4.215
H -2.408 0.461 -4.026
C -1.600 2.727 -2.046
C -0.782 2.156 -0.887
C 0.615 2.771 -0.896
C -1.589 2.219 0.407
O -0.608 0.706 -1.170
Si 0.311 -0.333 -0.246
S 1.835 -0.983 -1.454
O 0.760 0.432 1.110
C 1.457 0.857 2.308
C 2.908 0.399 2.220
C 1.359 2.371 2.387
C 0.718 0.252 3.490
O -0.765 -1.544 0.136
C -0.751 -2.918 0.648
C 0.547 -3.637 0.311
C -0.962 -2.875 2.158
C -1.934 -3.626 -0.010
H -1.879 3.768 -1.836
H -2.519 2.162 -2.217
H -1.007 2.741 -2.975
H 0.574 3.821 -0.598
H 1.303 2.235 -0.237
H 1.020 2.698 -1.917
H -2.555 1.721 0.252
H -1.063 1.733 1.239
H -1.792 3.249 0.707
H 3.398 0.819 1.334
H 3.458 0.735 3.109
H 2.975 -0.695 2.168
H 0.315 2.699 2.379
H 1.807 2.716 3.330
H 1.903 2.860 1.570
H -0.354 0.478 3.429
H 0.859 -0.835 3.535
H 1.102 0.680 4.425
H 1.413 -3.131 0.753
H 0.514 -4.670 0.704
H 0.711 -3.679 -0.770
H -1.863 -2.311 2.414
H -1.073 -3.899 2.551
H -0.106 -2.421 2.669
H -2.869 -3.113 0.226
H -1.823 -3.659 -1.101
H -2.017 -4.659 0.352
```

The charge is +2. For the largest force on an atom, the calculation gives 5.9 eV/Å. The molecular weight is 503.7 g mol⁻¹. As for the total energy: -1620.1754 Eh.



Record 3
The following is a quantum chemistry calculation of a single C3H7NO2 molecule in a non-equilibrium geometry, from the Open Molecules 2025 dataset.

Geometry as XYZ:
```
13
Properties=species:S:1:pos:R:3
C 0.688 0.705 -1.207
C 0.378 0.012 0.091
N 1.089 -1.222 0.264
C -1.185 -0.126 0.310
O -1.605 -1.156 0.810
O -1.795 1.063 0.621
H -0.224 1.116 -1.618
H 0.980 -0.045 -1.974
H 1.365 1.647 -1.070
H 0.796 0.524 0.875
H 1.211 -1.334 1.273
H 0.544 -2.016 0.119
H -2.241 0.832 1.508
```

As for the SMILES: C[C@H](N)C(=O)O. The charge is 0. For the largest force on an atom, the calculation gives 4.5 eV/Å. The molecular weight is 89.1 g mol⁻¹. As for the total energy: -323.7098 Eh.



Record 4
The following is a quantum chemistry calculation of a gas-phase ion, C2H9N5 (charge +2) in a non-equilibrium geometry, from the Open Molecules 2025 dataset.

Geometry as XYZ:
```
16
Properties=species:S:1:pos:R:3
C 0.870 0.096 -1.136
C -0.329 -0.559 1.808
N 0.531 -0.999 -1.727
N 0.315 0.858 -0.103
N 0.317 2.130 -0.217
N -0.329 -1.875 -1.700
N -0.734 0.372 0.799
H 1.748 0.648 -1.571
H -1.338 -0.915 2.167
H 0.409 -1.450 1.577
H 0.079 -0.016 2.704
H 1.015 2.507 -0.975
H 0.051 2.601 0.632
H -0.558 -2.277 -2.605
H -0.647 -2.245 -0.806
H -1.402 1.124 1.154
```

The charge is +2. For the largest force on an atom, the calculation gives 4.8 eV/Å. The molecular weight is 103.1 g mol⁻¹. As for the total energy: -354.4981 Eh.



Record 5
The following is a quantum chemistry calculation of a molecular structure, C8H21F3MgN8O2, from the Open Molecules 2025 dataset.

Geometry as XYZ:
```
43
Properties=species:S:1:pos:R:3
Mg -0.757 0.789 -0.246
N -2.998 -1.385 -1.164
N -4.109 -0.532 -1.194
C -4.070 0.683 -0.634
N -5.157 1.434 -0.688
N -2.894 1.009 -0.047
N -2.733 2.246 0.505
O -3.581 3.076 0.657
O -1.538 2.403 0.857
H -2.569 -1.406 -2.085
H -3.319 -2.311 -0.909
H -4.909 -0.782 -1.757
H -5.988 1.100 -1.149
H -5.151 2.366 -0.307
N 4.111 -1.737 0.905
C 2.917 -1.483 -0.024
C 2.875 -0.033 -0.472
C 2.352 0.970 0.582
N 1.246 1.741 -0.025
C 1.869 0.298 1.871
C 1.045 -0.980 1.703
N -0.363 -0.645 1.359
C 1.612 -1.927 0.620
H 4.987 -1.481 0.441
H 4.177 -2.726 1.157
H 4.058 -1.200 1.773
H 3.135 -2.124 -0.878
H 2.198 -0.031 -1.331
H 3.843 0.283 -0.867
H 3.163 1.649 0.855
H 1.512 2.050 -0.958
H 1.076 2.594 0.505
H 1.300 1.022 2.461
H 2.730 0.081 2.513
H 1.052 -1.503 2.662
H -0.816 -0.224 2.169
H -0.885 -1.501 1.181
H 0.907 -1.977 -0.216
H 1.691 -2.949 0.998
F 0.714 0.687 -2.987
C -0.477 0.520 -2.353
F -1.312 0.032 -3.296
F -0.944 1.908 -2.184
```

The charge is +2. For the largest force on an atom, the calculation gives 0.5 eV/Å. The molecular weight is 342.6 g mol⁻¹. As for the total energy: -1405.1282 Eh.



Record 6
The following is a quantum chemistry calculation of 2 unconnected molecules or ions with the total composition C7H12N2O in a non-equilibrium geometry, from the Open Molecules 2025 dataset.

Geometry as XYZ:
```
22
Properties=species:S:1:pos:R:3
H 0.843 -4.010 -0.057
N 1.277 -3.095 0.037
C 1.789 -2.978 1.201
N 2.493 -1.831 1.557
C 2.003 -0.569 1.000
C 1.750 -0.926 2.401
H 1.780 -3.765 1.993
H 1.201 -0.683 0.276
H 2.792 0.160 0.783
H 0.732 -1.230 2.689
H 2.378 -0.456 3.165
C -2.991 1.937 -2.982
C -1.853 1.873 -2.267
C -1.908 1.654 -0.810
C -0.615 1.571 -0.027
O -2.976 1.595 -0.233
H -3.935 2.025 -2.470
H -2.972 2.100 -4.060
H -0.873 1.980 -2.729
H -0.661 0.718 0.665
H -0.489 2.484 0.570
H 0.234 1.448 -0.701
```

As for the SMILES: [H]/N=C/N1CC1.C=CC(C)=O. The charge is 0. For the largest force on an atom, the calculation gives 1.4 eV/Å. The molecular weight is 140.2 g mol⁻¹. As for the total energy: -458.5839 Eh.



Record 7
The following is a quantum chemistry calculation of a molecular structure, C4H6N2O, from the Open Molecules 2025 dataset.

Geometry as XYZ:
```
13
Properties=species:S:1:pos:R:3
C 1.260 1.876 -0.385
C -0.002 1.407 -0.144
C -0.682 0.370 -0.866
N -0.912 -0.861 -0.557
C -0.289 -1.254 0.648
N -0.626 -2.519 1.009
O 0.476 -0.553 1.298
H 1.993 1.396 -1.036
H 0.060 2.474 -0.751
H 1.591 2.780 0.130
H -1.185 0.733 -1.768
H -0.328 -2.853 1.911
H -1.358 -2.998 0.512
```

The charge is 0. For the largest force on an atom, the calculation gives 0.8 eV/Å. The molecular weight is 98.1 g mol⁻¹. As for the total energy: -340.6546 Eh.



Record 8
The following is a quantum chemistry calculation of 2 unconnected molecules or ions with the total composition C7H10BrCl2NO2 in a non-equilibrium geometry, from the Open Molecules 2025 dataset.

Geometry as XYZ:
```
23
Properties=species:S:1:pos:R:3
C -1.982 -0.011 1.467
C -2.664 0.588 0.191
C -0.521 -0.440 1.041
C -1.649 0.283 -0.962
C -0.301 0.361 -0.227
C 0.783 -0.240 -1.042
C 2.704 -0.259 0.292
N 3.534 -0.638 -0.883
O 3.638 -1.788 -1.184
O 3.903 0.294 -1.517
Cl 2.991 1.303 1.033
Cl 2.391 -1.511 1.437
Br 0.019 2.312 0.049
H -1.949 0.846 2.260
H -2.657 -0.722 1.811
H -3.588 0.183 -0.134
H -2.697 1.765 0.211
H 0.245 -0.106 1.885
H -0.518 -1.420 0.728
H -1.984 -0.750 -1.428
H -1.874 0.890 -1.816
H 1.238 0.300 -2.006
H 0.937 -1.240 -1.205
```

The charge is 0. For the largest force on an atom, the calculation gives 5.8 eV/Å. The molecular weight is 291.0 g mol⁻¹. As for the total energy: -3972.1223 Eh.